(1)
# C3H6NO4

A 2-piece molecular cluster, C3H6NO4 overall in a non-equilibrium geometry (ωB97M-V with the def2-TZVPD basis set, OMol25).

Computed properties:
* energy above the lowest of the compared OMol25 structures with the same formula, charge and spin: 106.5 kJ/mol
* Kohn-Sham gap: 8.84 eV
* LUMO energy: 3.833 eV
* E_HOMO: -5.0 eV

ORCA input file:
```
! wB97M-V def2-TZVPD RIJCOSX def2/J DEFGRID3
* xyz -1 1
C -0.84 1.62 -0.62
N 0.09 0.68 -0.71
C 1.10 0.52 0.31
C 1.49 -0.96 0.42
O 2.52 -1.16 1.07
O 0.67 -1.81 -0.04
O -0.82 2.58 0.14
H -1.68 1.49 -1.33
H -0.11 -0.20 -1.18
H 1.91 1.24 0.14
H 0.63 0.84 1.24
H -1.61 -1.50 0.93
H -1.28 -1.75 -0.47
O -2.07 -1.59 0.09
*
```

---

(2)
# C6H10NO

An isolated ion of composition C6H10NO and charge +1 in a non-equilibrium geometry (ωB97M-V with the def2-TZVPD basis set, OMol25).

Computed properties:
* energy above the lowest of the compared OMol25 structures with the same formula, charge and spin: 186.4 kJ/mol
* Kohn-Sham gap (alpha / beta): 5.71 / 9.57 eV
* LUMO energy (alpha / beta): -4.158 / -6.236 eV
* E_HOMO (alpha / beta): -9.9 / -15.8 eV

ORCA input file:
```
! wB97M-V def2-TZVPD RIJCOSX def2/J DEFGRID3
* xyz 1 3
C 0.24 -1.82 -0.03
C 0.37 -0.14 1.50
C -0.54 -0.01 2.50
C 1.27 0.95 0.97
C -0.50 0.58 -2.44
C -1.11 -0.37 -1.54
N -0.61 -1.22 -0.77
O 0.73 -1.42 1.12
H 0.37 -2.82 -0.50
H -1.07 -0.81 3.02
H -2.22 -0.30 -1.50
H -0.62 0.99 2.97
H 2.03 0.62 0.25
H 0.73 1.79 0.44
H 1.70 1.63 1.74
H 0.60 0.33 -2.46
H -0.43 1.46 -1.79
H -0.95 0.56 -3.46
*
```

---

(3)
# C36H39N3

One molecule with the formula C36H39N3 in a non-equilibrium geometry (ωB97M-V with the def2-TZVPD basis set, OMol25).

Computed properties:
* Kohn-Sham gap: 7.39 eV
* LUMO energy: 0.774 eV
* E_HOMO: -6.6 eV
* structure (SMILES): CN(C)c1ccc(C(=C[C@@H](c2ccc(N(C)C)cc2)[C@H]2C=Cc3ccccc32)c2ccc(N(C)C)cc2)cc1

ORCA input file:
```
! wB97M-V def2-TZVPD RIJCOSX def2/J DEFGRID3
* xyz 0 1
C 6.03 -4.09 -1.29
N 4.63 -4.38 -1.09
C 4.35 -5.80 -0.99
C 3.71 -3.40 -0.86
C 2.31 -3.62 -0.97
C 1.41 -2.57 -0.88
C 1.83 -1.25 -0.56
C 0.85 -0.15 -0.43
C -0.42 -0.51 -0.07
C -1.62 0.33 0.28
C -2.95 -0.20 -0.25
C -3.87 0.73 -0.76
C -5.16 0.35 -1.08
C -5.59 -0.98 -0.85
N -6.91 -1.33 -0.96
C -7.41 -2.58 -0.43
C -7.91 -0.46 -1.53
C -4.63 -1.94 -0.44
C -3.32 -1.54 -0.15
C -1.71 0.54 1.76
C -2.11 -0.76 2.44
C -1.09 -1.26 3.19
C -0.02 -0.28 3.26
C 1.09 -0.26 4.10
C 1.81 0.93 4.24
C 1.43 2.06 3.49
C 0.29 2.05 2.67
C -0.39 0.85 2.51
C 1.29 1.26 -0.68
C 0.50 2.36 -0.31
C 0.82 3.67 -0.59
C 2.12 3.98 -1.06
N 2.53 5.28 -1.12
C 3.91 5.66 -0.94
C 1.59 6.38 -1.19
C 2.96 2.90 -1.43
C 2.50 1.59 -1.36
C 3.21 -1.07 -0.32
C 4.13 -2.08 -0.54
H 6.15 -3.14 -1.83
H 6.58 -4.05 -0.34
H 6.45 -4.90 -1.89
H 3.28 -6.01 -0.91
H 4.76 -6.29 -1.88
H 4.87 -6.22 -0.11
H 1.94 -4.63 -1.18
H 0.36 -2.76 -1.11
H -0.62 -1.57 0.07
H -1.53 1.28 -0.26
H -3.57 1.78 -0.88
H -5.86 1.10 -1.47
H -6.98 -2.80 0.55
H -8.50 -2.47 -0.34
H -7.20 -3.43 -1.10
H -7.47 0.22 -2.27
H -8.66 -1.09 -2.01
H -8.41 0.13 -0.75
H -4.91 -2.98 -0.32
H -2.60 -2.28 0.20
H -2.46 1.35 1.92
H -3.10 -1.20 2.33
H -1.05 -2.19 3.76
H 1.31 -1.16 4.68
H 2.65 0.98 4.93
H 2.01 2.99 3.58
H -0.03 2.95 2.17
H -0.39 2.23 0.30
H 0.12 4.46 -0.33
H 4.51 4.81 -0.60
H 4.34 6.05 -1.88
H 3.98 6.47 -0.19
H 0.59 6.01 -1.42
H 1.55 6.93 -0.24
H 1.90 7.08 -1.98
H 3.97 3.10 -1.80
H 3.10 0.81 -1.81
H 3.58 -0.10 0.01
H 5.19 -1.86 -0.44
*
```

---

(4)
# C27H35BBr2Cl28N3O8PS

A 8-piece molecular cluster, C27H35BBr2Cl28N3O8PS overall in a non-equilibrium geometry (ωB97M-V with the def2-TZVPD basis set, OMol25).

Computed properties:
* Kohn-Sham gap: 8.21 eV
* LUMO energy: -0.088 eV
* E_HOMO: -8.3 eV
* structure (SMILES): C=CN[C@](CCCCn1cccc1)([C@](OCCC)(O[C@@H](B(O)O)P(=N)(O)O)/C(Br)=C(/C)Br)S(C)(=O)=O.ClC(Cl)(Cl)Cl.ClC(Cl)(Cl)Cl.ClC(Cl)(Cl)Cl.ClC(Cl)(Cl)Cl.ClC(Cl)(Cl)Cl.ClC(Cl)(Cl)Cl.ClC(Cl)(Cl)Cl

ORCA input file:
```
! wB97M-V def2-TZVPD RIJCOSX def2/J DEFGRID3
* xyz 0 1
C -1.58 0.41 4.04
C -1.11 -0.61 3.30
N 0.23 -0.73 2.87
C 0.76 -0.12 1.69
C -0.18 0.79 0.93
C -1.08 0.24 -0.16
C -2.07 1.31 -0.71
C -1.57 2.74 -0.65
N -0.51 3.04 -1.63
C 0.59 3.76 -1.26
C 1.36 3.90 -2.40
C 0.69 3.26 -3.45
C -0.48 2.73 -2.95
C 1.56 -1.29 0.87
O 0.93 -2.49 1.17
C -0.33 -2.79 0.58
C -0.53 -4.32 0.75
C -1.13 -5.05 -0.45
O 2.74 -1.36 1.68
C 3.89 -1.93 1.14
B 5.06 -0.90 0.79
O 5.68 -1.01 -0.46
O 5.48 0.02 1.69
P 4.54 -3.06 2.47
N 3.40 -3.90 3.13
O 5.23 -2.21 3.63
O 5.61 -4.06 1.84
C 1.91 -1.04 -0.59
Br 2.21 0.73 -1.26
C 2.12 -1.97 -1.54
C 2.46 -1.67 -2.97
Br 2.08 -3.85 -1.24
S 1.99 1.14 2.41
C 2.64 0.59 3.97
O 3.05 1.54 1.51
O 1.17 2.29 2.76
H -1.22 1.41 3.85
H -2.33 0.22 4.80
H -1.82 -1.40 3.05
H 0.85 -1.31 3.40
H -0.82 1.33 1.62
H 0.41 1.59 0.51
H -0.59 -0.21 -1.01
H -1.73 -0.52 0.28
H -2.99 1.27 -0.14
H -2.32 1.04 -1.73
H -2.42 3.39 -0.88
H -1.22 3.05 0.32
H 0.80 4.13 -0.28
H 2.29 4.44 -2.42
H 1.01 3.20 -4.49
H -1.24 2.18 -3.47
H -0.35 -2.59 -0.48
H -1.17 -2.34 1.10
H -1.17 -4.47 1.62
H 0.43 -4.73 1.04
H -0.80 -6.08 -0.39
H -2.21 -5.08 -0.41
H -0.75 -4.66 -1.39
H 3.82 -2.61 0.29
H 5.49 -0.28 -1.05
H 5.88 0.76 1.20
H 2.50 -3.69 2.71
H 4.73 -2.45 4.42
H 6.25 -3.59 1.28
H 2.53 -2.58 -3.55
H 1.72 -1.02 -3.42
H 3.43 -1.18 -2.98
H 3.33 -0.23 3.80
H 1.84 0.34 4.65
H 3.20 1.43 4.37
Cl -5.41 -1.51 -1.40
C -4.42 -2.88 -1.92
Cl -4.86 -4.31 -0.97
Cl -4.71 -3.19 -3.63
Cl -2.71 -2.53 -1.67
Cl -1.81 -1.86 8.45
C -3.33 -1.56 7.60
Cl -4.68 -1.82 8.71
Cl -3.36 0.10 7.02
Cl -3.47 -2.67 6.23
Cl 0.88 2.70 -6.43
C 1.17 2.75 -8.18
Cl 1.70 4.38 -8.62
Cl 2.43 1.58 -8.60
Cl -0.32 2.36 -9.04
Cl -5.94 -8.31 -1.10
C -5.56 -8.21 -2.82
Cl -5.14 -6.54 -3.22
Cl -4.19 -9.26 -3.19
Cl -6.96 -8.71 -3.77
Cl -2.40 4.65 5.11
C -1.52 6.04 4.45
Cl -1.49 5.92 2.69
Cl -2.34 7.53 4.93
Cl 0.13 6.04 5.07
Cl -4.20 3.15 2.23
C -5.80 3.01 1.51
Cl -7.00 2.73 2.77
Cl -6.18 4.50 0.64
Cl -5.82 1.66 0.36
Cl 2.45 7.39 -9.60
C 3.03 8.27 -8.18
Cl 2.38 7.52 -6.72
Cl 4.79 8.22 -8.14
Cl 2.48 9.95 -8.27
*
```

---

In eV, the DFT total energy values for the records above are, in order, -12890.96687, -9908.17673, -42432.88765, -560927.21572.